Computed, not measured: C8H15NO4S2 as an isolated structure, with wB97M-V/def2-TZVPD.

```
30
C8H15NO4S2 (wB97M-V/def2-TZVPD)
C -2.338 0.040 1.195
C 3.336 0.613 0.261
C 2.121 1.498 0.519
C 3.063 -0.353 -0.889
C 0.894 0.639 0.832
C 1.833 -1.214 -0.588
C 0.647 -0.319 -0.310
C -3.990 -0.468 -1.151
N -2.549 0.184 2.382
O -0.245 -2.306 1.258
O -1.425 -2.006 -0.872
O -1.831 1.095 -1.114
O -3.852 1.897 0.058
S -0.730 -1.413 0.241
S -2.997 0.796 -0.320
H 4.199 1.236 0.020
H 3.573 0.046 1.163
H 2.319 2.179 1.348
H 1.911 2.098 -0.371
H 2.897 0.212 -1.808
H 3.927 -1.003 -1.043
H 1.057 0.067 1.748
H 0.016 1.271 0.968
H 1.616 -1.877 -1.427
H 2.023 -1.830 0.294
H 0.263 0.188 -1.193
H -5.026 -0.314 -0.879
H -3.835 -0.341 -2.216
H -3.621 -1.440 -0.845
H -3.255 0.826 2.740
```

Calculated values
Largest force on an atom, eV/Å: 3.0
Energy relative to the best compared isomer or geometry (same formula, charge and spin), eV: 1.114
Gap between HOMO and LUMO, Eh: 0.324
E_tot, Ha: -1465.8254